Molecular formula: C27H33ClN4S2
Method: DFT, ωB97M-V with the def2-TZVPD basis set

Values from the calculation:
- HOMO energy: -7.7 eV
- Molecular weight: 513.2 g/mol
- LUMO: 0.583 eV
- Largest force on an atom: 0.92 eV Å⁻¹
- Frontier orbital gap: 8.253 eV
- Multiplicity: 1
- SMILES: CSc1cccc(NC(=S)N(CCCN2CCCC2)Cc2cccn2Cc2ccc(Cl)cc2)c1

The geometry in XYZ format:
```
67
Properties=species:S:1:pos:R:3:nbo_charge:R:1
C -5.16559 -0.14499 0.90647 -0.741
H -4.62876 -0.94350 0.40311 0.219
H -5.01921 0.80313 0.39797 0.227
H -6.22412 -0.38221 0.95131 0.235
S -4.62254 -0.01504 2.63323 0.250
C -2.91391 0.41940 2.51514 -0.141
C -2.24120 0.64029 3.71249 -0.266
C -0.89964 0.96644 3.68192 -0.166
C -0.22819 1.06810 2.47890 -0.290
C -0.90063 0.85023 1.27478 0.262
C -2.25290 0.53064 1.30286 -0.332
H -2.77056 0.36440 0.37731 0.258
N -0.13322 0.95224 0.11574 -0.675
C -0.37419 0.57713 -1.16305 0.348
N 0.71531 0.41640 -1.95591 -0.436
C 2.08275 0.50677 -1.49031 -0.240
H 2.13662 0.27962 -0.42450 0.221
H 2.64848 -0.26650 -2.02077 0.232
C 2.74845 1.85783 -1.78621 -0.406
H 2.77593 2.01587 -2.86573 0.211
H 3.78190 1.79908 -1.44185 0.207
C 2.04197 3.05994 -1.16012 -0.230
N 1.87638 2.93052 0.28500 -0.473
C 1.02965 3.98446 0.84061 -0.228
C 1.93821 5.20618 1.06992 -0.430
H 1.90422 5.87476 0.20983 0.206
H 1.62351 5.76900 1.94581 0.218
C 3.33859 4.59612 1.24017 -0.433
H 3.75889 4.79968 2.22278 0.217
H 4.03027 4.98466 0.49295 0.206
C 3.11580 3.08290 1.03967 -0.226
H 2.97079 2.59723 2.00924 0.196
H 3.95005 2.59731 0.53738 0.206
H 0.63785 3.62688 1.79664 0.205
H 0.18649 4.19480 0.18403 0.215
H 1.03972 3.13712 -1.59164 0.209
H 2.59534 3.97019 -1.43333 0.183
C 0.58411 0.08139 -3.36922 -0.270
C 1.22309 -1.22101 -3.71556 0.116
C 2.36360 -1.43981 -4.45279 -0.293
C 2.57354 -2.82903 -4.50781 -0.305
C 1.55918 -3.40921 -3.79673 -0.061
N 0.73720 -2.43646 -3.32318 -0.332
C -0.40322 -2.67330 -2.48441 -0.245
C -0.10364 -2.57273 -1.00532 -0.047
C 1.19367 -2.54420 -0.51669 -0.220
C 1.43520 -2.41080 0.84006 -0.229
C 0.36744 -2.32274 1.71594 -0.046
C -0.93666 -2.37911 1.25001 -0.242
C -1.16270 -2.49829 -0.10723 -0.136
H -2.17544 -2.52333 -0.48028 0.215
H -1.75990 -2.31863 1.94387 0.236
Cl 0.66099 -2.13987 3.40893 0.005
H 2.44630 -2.37973 1.21530 0.224
H 2.02984 -2.62564 -1.19528 0.226
H -1.19102 -1.95064 -2.72473 0.249
H -0.78967 -3.67477 -2.70429 0.220
H 1.35867 -4.44398 -3.59820 0.212
H 3.37231 -3.33613 -5.01136 0.223
H 2.96960 -0.68384 -4.91371 0.217
H -0.48292 0.07372 -3.60701 0.269
H 1.06227 0.86551 -3.96552 0.209
S -1.90616 0.36255 -1.78647 -0.297
H 0.76311 1.42121 0.28729 0.448
H 0.82802 1.29336 2.46444 0.208
H -0.36797 1.13199 4.60719 0.214
H -2.77249 0.55052 4.64695 0.218
```

=====

Molecular formula: C7H8BrP
Method: DFT, ωB97M-V with the def2-TZVPD basis set

Values from the calculation:
- HOMO energy: -8.9 eV
- Molecular weight: 203.0 g/mol
- LUMO: -0.109 eV
- Largest force on an atom: 6.58 eV Å⁻¹
- Frontier orbital gap: 8.758 eV
- Multiplicity: 1
- ΔE to the lowest compared entry with this formula, charge and spin: 280.7 kJ/mol
- SMILES: Pc1ccccc1CBr

The geometry in XYZ format:
```
17
Properties=species:S:1:pos:R:3:nbo_charge:R:1
C 1.44738 1.65856 -0.58932 -0.190
C 2.06048 0.45063 -0.77534 -0.195
C 0.12316 1.72948 -0.14538 -0.240
C 1.44583 -0.77314 -0.53723 -0.230
C -0.66379 0.66925 0.26237 0.032
C 0.22692 -0.92767 -0.00949 -0.294
C -1.81611 0.50188 1.13659 -0.489
P -1.05770 -2.20866 0.17324 0.297
Br -3.53571 0.28348 0.14769 -0.016
H 2.02789 2.49199 -0.82478 0.218
H 3.12901 0.34302 -0.96722 0.213
H -0.27431 2.70259 -0.02990 0.211
H 2.08729 -1.63873 -0.92938 0.216
H -1.98098 1.32552 1.81250 0.235
H -1.60485 -0.45517 1.80765 0.259
H -0.45904 -3.33117 0.59049 -0.033
H -1.15546 -2.82187 -1.12249 0.005
```

=====

Molecular formula: HNO3S
Method: DFT, ωB97M-V with the def2-TZVPD basis set

Values from the calculation:
- HOMO energy (alpha / beta): -9.3 / -9.7 eV
- Molecular weight: 95.1 g/mol
- LUMO (alpha / beta): -1.763 / -1.577 eV
- Largest force on an atom: 4.37 eV Å⁻¹
- Frontier orbital gap (alpha / beta): 7.586 / 8.149 eV
- Multiplicity: 1
- ΔE to the lowest compared entry with this formula, charge and spin: 211.9 kJ/mol

The geometry in XYZ format:
```
6
Properties=species:S:1:pos:R:3:nbo_charge:R:1
N -2.01039 -0.66888 -0.03335 0.530
O -1.96560 -1.61649 0.74218 -0.291
O -2.82663 -0.19539 -0.74335 -0.243
O 0.63574 -0.26009 -0.31395 -0.785
S 1.36524 -1.70041 0.07638 0.311
H 0.82684 0.31138 0.35607 0.479
```

=====

Molecular formula: C13H26Br3Ca2CsF6LiNO11S2
Method: DFT, ωB97M-V with the def2-TZVPD basis set

Values from the calculation:
- HOMO energy: -10.7 eV
- Molecular weight: 1010.2 g/mol
- LUMO: -9.670 eV
- Largest force on an atom: 17.48 eV Å⁻¹
- Frontier orbital gap: 1.040 eV
- Multiplicity: 1
- Total charge: +2

The geometry in XYZ format:
```
66
Properties=species:S:1:pos:R:3:mulliken_charge:R:1
C -2.89323 3.68404 -0.81024 -0.856
N -1.51202 3.13714 -0.38759 0.090
C -1.60529 3.06326 1.11333 -0.607
C -0.92100 1.76307 1.82253 0.354
O 0.39503 1.72223 2.17243 -1.020
O -1.68693 0.53017 2.20458 -0.509
S -1.36485 1.59527 -1.17665 1.067
O -1.67936 1.85695 -2.70240 -0.629
O -2.42390 0.53091 -0.74100 -0.540
C 0.41039 0.89863 -1.19891 0.445
F 0.64306 -0.13884 -0.15590 -0.216
F 0.49552 0.15417 -2.51222 -0.206
C 1.56665 2.05690 -1.28293 0.564
F 1.50229 3.09750 -0.23435 -0.183
F 1.59930 2.76794 -2.61165 -0.195
F 2.90990 1.38271 -1.13600 -0.215
H -3.76034 2.92981 -0.49340 0.475
H -3.07602 4.64882 -0.13577 0.194
H -2.93776 4.00217 -1.93248 0.391
H -2.72327 3.18501 1.51395 0.216
H -1.02975 4.01838 1.53446 0.366
C -0.09809 -5.31279 2.86450 -1.267
C -0.87080 -5.20822 1.55945 -0.210
O -1.99703 -4.33992 1.63474 -0.492
C -1.73215 -2.97808 1.96415 -0.014
C -0.81717 -2.28337 0.96919 -0.346
H -0.75581 -5.64763 3.67400 0.333
H 0.72621 -6.02470 2.76375 0.417
H 0.32559 -4.35098 3.16568 0.245
H -1.25591 -6.20013 1.29937 0.472
H -0.21550 -4.90781 0.73631 0.127
H -1.33513 -2.90629 2.98130 0.242
H -2.69810 -2.46380 1.97207 0.314
H 0.17180 -2.74448 0.93151 0.469
H -0.68518 -1.23092 1.24376 -0.427
H -1.24090 -2.33102 -0.03969 0.281
C -0.48668 -0.28884 5.18797 -1.011
O 0.78683 0.20161 4.81122 -0.705
H -0.36683 -0.98637 6.02029 0.543
H -1.12070 0.54399 5.50182 -0.286
H -0.94259 -0.80924 4.34206 0.792
H 0.64865 0.81741 4.07146 0.719
Ca -2.83163 4.62385 2.34977 1.072
C -7.12698 3.80443 5.56004 -0.368
Br -6.15818 4.31017 3.95082 0.114
Br -6.24050 2.35969 6.51469 -0.038
Br -7.46377 5.33444 6.71312 0.079
H -8.10274 3.42454 5.23971 0.363
F -8.16678 5.98345 3.05536 -0.718
O 2.52385 0.44335 -4.93774 -0.383
S 3.63204 -0.37520 -4.41292 1.327
O 3.12368 -1.27375 -3.36051 -0.404
O 4.66929 0.50649 -3.84735 -0.380
O 4.21108 -1.17703 -5.50628 -0.327
C 6.66940 -2.29242 -8.42732 -0.855
C 7.68708 -1.24306 -8.03082 -0.205
O 7.03363 -0.01203 -7.75885 -0.473
H 6.11041 -1.97132 -9.31236 0.260
H 7.15753 -3.24662 -8.64474 0.320
H 5.93810 -2.44480 -7.62683 0.217
H 8.40265 -1.07801 -8.84169 0.290
H 8.24126 -1.55098 -7.13890 0.241
H 6.40658 -0.16732 -7.03186 0.267
Li -1.09218 -4.32301 -0.58750 0.949
Cs 0.18162 2.25298 4.36021 0.709
Ca -2.75438 0.67751 7.21727 0.761
```

=====

Molecular formula: C10H26F6O11V
Method: DFT, ωB97M-V with the def2-TZVPD basis set

Values from the calculation:
- HOMO energy (alpha / beta): -8.8 / -8.8 eV
- Molecular weight: 487.2 g/mol
- LUMO (alpha / beta): -0.366 / -0.277 eV
- Largest force on an atom: 3.45 eV Å⁻¹
- Frontier orbital gap (alpha / beta): 8.434 / 8.543 eV
- Multiplicity: 2
- ΔE to the lowest compared entry with this formula, charge and spin: 129.1 kJ/mol

The geometry in XYZ format:
```
54
Properties=species:S:1:pos:R:3:nbo_charge:R:1
O -0.87191 0.72359 -0.22409 -0.371
V -0.08397 -0.53778 0.26501 1.555
C 3.01002 -0.32733 -1.31029 0.318
O 2.90802 0.18358 -2.63077 -0.547
O 1.83428 -0.00703 -0.69397 -0.878
C 3.49523 -1.82111 -1.37084 0.924
F 3.64600 -2.27613 -2.61427 -0.314
F 4.70642 -1.94852 -0.79529 -0.330
F 2.64473 -2.63427 -0.71547 -0.351
C 4.12025 0.53542 -3.32950 -0.069
C 3.62506 1.15162 -4.63311 -0.618
H 3.40655 0.37262 -5.36177 0.209
H 2.78038 1.81099 -4.47121 0.225
H 4.49114 1.68173 -5.04808 0.206
H 4.70800 -0.35610 -3.55454 0.174
H 4.70074 1.23867 -2.72867 0.168
H 3.74851 0.21615 -0.69865 0.139
C -2.82064 -1.25778 2.23246 0.358
O -3.08118 -2.63531 2.56042 -0.564
O -1.95794 -1.25604 1.23701 -0.840
C -4.07941 -0.33298 2.11016 0.921
F -5.01471 -0.52720 3.03974 -0.325
F -3.69512 0.94683 2.18572 -0.338
F -4.66816 -0.49977 0.89857 -0.335
C -4.22673 -3.04756 3.29507 -0.068
C -3.86179 -4.42851 3.81749 -0.617
H -3.48776 -5.06409 3.01290 0.207
H -3.02946 -4.30190 4.51269 0.203
H -4.69538 -4.96980 4.26577 0.206
H -5.11191 -3.17167 2.66277 0.166
H -4.41090 -2.36271 4.12300 0.172
H -2.41701 -0.86666 3.19069 0.084
O -2.03328 3.01567 1.07216 -0.939
H -1.14550 3.16935 1.42270 0.465
H -2.59967 2.95004 1.84941 0.485
O -0.97560 -1.69538 -1.48335 -0.914
H -0.73630 -1.31199 -2.33926 0.509
H -1.66523 -2.34234 -1.66702 0.516
O 0.76186 0.68697 1.96511 -0.909
H 1.70037 0.90351 2.04410 0.516
H 0.33009 1.09864 2.72152 0.510
O 0.65636 -2.47795 0.80348 -0.930
H 0.11293 -3.27884 0.80888 0.522
H 1.57329 -2.78086 0.79958 0.520
C 0.22536 4.54329 -1.18477 -0.081
C 1.56285 3.77681 -1.29507 -0.074
O 1.69953 2.79903 -0.30603 -0.776
O -0.81380 3.59409 -1.39871 -0.750
H 0.16461 5.14625 -2.08877 0.181
H 0.12906 5.02876 -0.21338 0.159
H 2.32689 4.56692 -1.24470 0.141
H 1.56118 3.32197 -2.28624 0.168
H 1.98393 1.91657 -0.59982 0.513
H -1.13026 3.13857 -0.60882 0.498
```

=====

Molecular formula: C48H60HfN2O3P2Se
Method: DFT, ωB97M-V with the def2-TZVPD basis set

Values from the calculation:
- HOMO energy: -13.1 eV
- Molecular weight: 1032.4 g/mol
- LUMO: -5.534 eV
- Largest force on an atom: 3.84 eV Å⁻¹
- Frontier orbital gap: 7.545 eV
- Multiplicity: 1
- ΔE to the lowest compared entry with this formula, charge and spin: 144.8 kJ/mol
- Total charge: +2

The geometry in XYZ format:
```
117
Properties=species:S:1:pos:R:3:mulliken_charge:R:1
Hf -0.15370 -0.41900 0.37180 0.107
O 1.91540 -0.18300 0.43270 -0.440
C 1.74330 0.69110 -0.45490 0.485
O 0.66260 0.60320 -1.13060 -0.688
C 2.45480 1.97070 -0.47440 -0.303
C 3.80670 2.19990 -0.67940 -0.215
C 4.27440 3.50300 -0.64840 -0.938
C 3.39120 4.55470 -0.44320 -0.875
C 2.04830 4.32040 -0.20520 0.264
C 1.56080 3.01780 -0.19700 -1.369
P -0.20910 2.60450 0.11050 2.596
C -0.69040 3.99110 1.22020 0.858
C 0.23920 4.48610 2.13550 -0.333
C -0.12390 5.45700 3.05080 -0.784
C -1.43700 5.89640 3.11850 -0.769
C -2.38240 5.35440 2.26470 -0.881
C -2.01160 4.41630 1.31630 -0.281
C -0.83970 3.11610 -1.54470 1.049
C 0.04870 3.36800 -2.59030 -0.678
C -0.42630 3.77810 -3.82140 -0.934
C -1.78440 3.93880 -4.03260 -0.680
C -2.67540 3.64230 -3.01540 -1.004
C -2.20660 3.22040 -1.78440 0.128
H 4.46950 1.37470 -0.88640 0.634
H 5.32300 3.70520 -0.80180 0.461
H 3.74170 5.57380 -0.47660 0.524
H 1.36890 5.14690 -0.04870 0.619
H 1.25510 4.11060 2.13700 0.437
H 0.61530 5.85870 3.72630 0.459
H -1.71510 6.64730 3.84260 0.429
H -3.41660 5.66030 2.33650 0.471
H -2.76800 4.01250 0.66280 0.280
H 1.11250 3.23310 -2.46440 0.326
H 0.27210 3.97470 -4.61970 0.483
H -2.13670 4.27790 -4.99280 0.431
H -3.73810 3.73820 -3.17650 0.482
H -2.91190 2.96080 -1.00960 -0.125
C -0.32640 0.72210 5.67030 -1.739
C -0.95370 0.57710 4.28820 0.930
C -1.11180 1.95280 3.65290 -1.039
P -0.08490 -0.57750 3.07420 0.223
C -0.81090 -2.24800 3.53550 2.256
C -2.13430 -2.42050 2.78200 -1.138
C -1.00240 -2.49370 5.03030 -1.816
C 1.76210 -0.65950 3.40720 1.279
C 2.24350 -1.41430 4.63890 -1.630
C 2.33500 0.75740 3.33630 -1.545
H -0.95080 1.38380 6.26820 0.516
H 0.65850 1.17480 5.62160 0.279
H -0.25990 -0.22110 6.19780 0.335
H -1.95380 0.13800 4.40210 0.759
H -0.14930 2.44080 3.52320 0.244
H -1.72190 2.59410 4.28520 0.724
H -1.60930 1.88480 2.68520 -0.142
H -0.11070 -2.99140 3.14860 -1.212
H -2.84780 -1.64080 3.05270 0.426
H -2.57190 -3.38550 3.02890 0.638
H -1.95800 -2.39620 1.70100 -0.477
H -1.78930 -1.87210 5.44720 0.392
H -0.08780 -2.33290 5.59000 0.375
H -1.29390 -3.52830 5.18690 0.486
H 2.13740 -1.20310 2.52870 -0.236
H 1.86330 -0.99210 5.56230 0.248
H 3.33000 -1.36540 4.67010 0.501
H 1.96760 -2.46280 4.58290 0.243
H 2.12810 1.31890 4.24280 0.245
H 1.91650 1.30130 2.48260 0.292
H 3.41410 0.71180 3.20560 0.510
C -5.67370 1.96040 0.08810 -0.541
N -5.58000 0.53330 0.21190 0.373
C -4.48090 -0.19760 0.44750 -0.237
Se -2.73120 0.52200 0.60440 -0.243
N -4.83270 -1.49520 0.54240 0.492
C -6.19880 -1.61230 0.36350 0.488
C -7.06480 -2.69630 0.36800 -0.815
C -8.40120 -2.42890 0.13560 -0.539
C -8.86970 -1.13390 -0.09380 -0.723
C -8.01510 -0.04840 -0.09210 -0.706
C -6.67150 -0.30930 0.14390 0.510
H -4.67240 2.37640 0.17730 -0.343
H -6.30380 2.36060 0.88350 0.369
H -6.11020 2.22490 -0.87550 0.386
H -4.20620 -2.25500 0.76230 0.090
H -6.71550 -3.69900 0.54500 0.485
H -9.10690 -3.24390 0.12940 0.431
H -9.92180 -0.97670 -0.27390 0.424
H -8.37070 0.95260 -0.26760 0.477
C 3.08340 -4.30870 1.08510 -1.690
C 1.67540 -4.23950 1.69450 2.118
C 1.58290 -5.16750 2.90740 -1.786
C 0.68750 -4.55060 0.59470 0.293
C 0.50750 -5.85870 0.16990 -0.332
C -0.21780 -6.14920 -0.96880 -1.433
C -0.66240 -5.10970 -1.76380 -1.209
C -0.51980 -3.78570 -1.37100 0.593
C -0.79510 -2.69670 -2.38960 0.153
C -1.84610 -1.66220 -1.98200 -1.095
C 0.53930 -2.00550 -2.70620 -1.328
C 0.05660 -3.50980 -0.11540 0.550
O -0.02260 -2.26240 0.44410 0.941
H 3.83010 -4.11600 1.85240 0.432
H 3.19510 -3.56640 0.29600 0.389
H 3.26730 -5.29260 0.65860 0.406
H 1.50980 -3.20170 2.00830 -1.479
H 1.94150 -6.16260 2.65990 0.533
H 0.56080 -5.25540 3.27140 0.359
H 2.20960 -4.78940 3.71320 0.386
H 0.94400 -6.66000 0.74370 0.426
H -0.38630 -7.17220 -1.26410 0.437
H -1.13120 -5.32390 -2.71260 0.473
H -1.15610 -3.18470 -3.30150 0.807
H -1.41480 -0.98490 -1.21800 -0.392
H -2.75040 -2.14540 -1.60510 0.387
H -2.11790 -1.05570 -2.84650 0.600
H 1.03450 -1.68480 -1.78030 0.008
H 0.38480 -1.14290 -3.35380 0.413
H 1.21320 -2.69900 -3.20500 0.507
```